# C28H66BO9P3

A cluster of 3 separate species, C28H66BO9P3 in total at a distorted geometry (wB97M-V/def2-TZVPD, the Open Molecules 2025 dataset).

Calculated values
total energy	-2831.9663	hartree
structure (SMILES)	CCCCCCCCCCCCCCCCCCP(CCC)B(C)O.COP(=O)(OC)OC.COP(=O)(OC)OC
highest occupied orbital energy	-0.27193	hartree
relative energy (zero: lowest compared OMol25 entry of this formula, charge and spin)	217.8	kcal per mole
gap between HOMO and LUMO	0.1562	Eh

The geometry in ORCA input format:
```
! wB97M-V def2-TZVPD RIJCOSX def2/J DEFGRID3
* xyz 0 1
C 8.50851 2.87076 1.90117
C 9.52956 1.67645 1.41991
C 9.11523 0.96318 0.00193
C 7.61083 0.27703 0.01972
C 6.84903 0.73912 -1.38943
C 5.78294 -0.39737 -1.93977
C 4.29971 -0.30210 -1.17908
C 3.87006 -1.72054 -0.45205
C 2.32463 -2.18675 -0.73495
C 1.19022 -1.02847 -0.50118
C 1.39965 -0.10111 0.83297
C 0.68490 -0.68209 2.19776
C 0.98923 -2.26163 2.51134
C -0.09176 -3.32032 1.88155
C -1.66568 -2.88796 2.04096
C -2.38237 -2.50053 0.58085
C -2.62411 -0.86989 0.50001
C -3.88471 -0.41656 -0.44681
P -3.54327 1.43285 -0.95025
C -5.23360 2.26650 -1.43692
C -5.32503 3.84161 -0.97943
C -6.08837 3.92456 0.49545
B -2.74155 2.36525 0.54737
C -3.19946 2.20721 2.11923
O -1.59326 3.26978 0.18744
H 7.42184 2.48027 2.11687
H 8.40162 3.72020 1.08927
H 8.95061 3.34934 2.90109
H 9.66637 0.91021 2.32315
H 10.59580 2.17549 1.25319
H 9.15692 1.76781 -0.87692
H 9.88018 0.10200 -0.20666
H 7.73893 -0.90784 0.08931
H 6.96105 0.63220 0.92886
H 6.29481 1.77919 -1.28194
H 7.71842 0.77768 -2.20627
H 5.62331 -0.24889 -3.09140
H 6.24779 -1.44616 -1.70821
H 4.43036 0.57846 -0.38381
H 3.52903 0.08509 -1.97331
H 4.12202 -1.65213 0.71124
H 4.56857 -2.56198 -0.87864
H 2.07710 -3.08321 -0.02499
H 2.29169 -2.60999 -1.85075
H 0.12679 -1.54863 -0.56413
H 1.24101 -0.30357 -1.43993
H 0.86858 0.94217 0.59714
H 2.50979 0.16016 1.09387
H 1.16522 -0.06607 3.10077
H -0.44596 -0.38368 2.17652
H 2.07875 -2.51334 2.09342
H 1.08678 -2.37150 3.69253
H 0.03625 -4.33196 2.50269
H 0.11548 -3.62391 0.75697
H -1.83230 -2.02002 2.84189
H -2.28515 -3.81144 2.44336
H -3.36968 -3.11134 0.40269
H -1.63439 -2.84163 -0.28210
H -2.82833 -0.50844 1.59627
H -1.58473 -0.40148 0.15709
H -4.85098 -0.45406 0.21633
H -3.96251 -1.13102 -1.37068
H -6.10587 1.64895 -0.91561
H -5.27841 2.20961 -2.61205
H -6.02608 4.38843 -1.77242
H -4.30599 4.41949 -1.00202
H -5.69824 3.11869 1.26140
H -6.08981 5.00618 0.95491
H -7.22713 3.63725 0.28845
H -3.87478 1.26757 2.32655
H -3.82737 3.14654 2.49257
H -2.28008 2.14161 2.87771
H -0.95638 2.63492 -0.29407
C -0.53025 1.03227 -4.96689
O 0.60906 0.85301 -4.15167
P 2.11176 1.27825 -4.89589
O 2.80218 0.12332 -4.16738
O 2.21079 2.61647 -3.94331
C 1.32123 3.68403 -4.18704
O 3.61445 1.70350 -5.64020
C 3.47862 2.46719 -6.81949
H -1.13822 0.12527 -4.92845
H -1.11859 1.87054 -4.58400
H -0.25141 1.23028 -6.00574
H 0.49033 3.63096 -3.47957
H 0.93266 3.65422 -5.20872
H 1.85101 4.62839 -4.03716
H 3.00665 3.42764 -6.60066
H 2.87775 1.91649 -7.54913
H 4.47083 2.64673 -7.24039
C -4.92462 -4.14940 5.11200
O -4.99579 -2.80870 4.67358
P -5.77849 -2.58166 3.14759
O -4.79866 -1.45602 2.80974
O -7.07854 -1.91779 3.90730
C -7.91481 -2.75945 4.67064
O -6.56119 -2.35471 1.62155
C -7.30143 -3.47278 1.18069
H -3.90012 -4.36477 5.42467
H -5.59258 -4.28449 5.96700
H -5.20823 -4.84546 4.31749
H -7.65158 -2.66880 5.72716
H -7.82078 -3.80357 4.35975
H -8.95266 -2.44273 4.53832
H -8.11942 -3.68647 1.87230
H -6.64419 -4.34384 1.10331
H -7.71805 -3.25414 0.19454
*
```

# C6H13N3

A structure of composition C6H13N3 at a distorted geometry (wB97M-V/def2-TZVPD, the Open Molecules 2025 dataset).

Calculated values
total energy	-400.4858	hartree
highest occupied orbital energy (alpha / beta)	-0.27234 / -0.27238	hartree
relative energy (zero: lowest compared OMol25 entry of this formula, charge and spin)	130.0	kcal per mole
gap between HOMO and LUMO (alpha / beta)	0.2946 / 0.2947	Eh

The geometry in ORCA input format:
```
! wB97M-V def2-TZVPD RIJCOSX def2/J DEFGRID3
* xyz 0 1
C 0.73856 0.57179 -1.67270
C 2.24962 -2.28119 1.03772
C -2.53201 0.88708 -0.59223
N 0.34044 0.32596 -0.29908
N 1.77634 -1.56448 -0.12250
C 0.02391 -0.76195 0.29764
C -1.27560 1.29097 0.08909
C -1.04869 2.34786 0.84025
N -0.56813 -1.38727 1.17694
H 2.48170 -0.88459 -0.39724
H -1.33075 -0.95043 1.67562
H -0.13479 0.74619 -2.30083
H 1.37227 1.45989 -1.69341
H 1.28613 -0.26097 -2.11704
H 1.46098 -2.94157 1.39804
H 3.11191 -2.91006 0.76951
H 2.56156 -1.63018 1.86898
H -2.75717 -0.16878 -0.43277
H -3.38060 1.49183 -0.25171
H -2.44417 1.03731 -1.67119
H -0.07775 2.55895 1.27062
H -1.85375 3.02362 1.12630
*
```

# C33H43F3N4O4S5Si2Zr

A structure of composition C33H43F3N4O4S5Si2Zr (wB97M-V/def2-TZVPD, the Open Molecules 2025 dataset).

Calculated values
total energy	-4720.1565	hartree
highest occupied orbital energy	-0.25734	hartree
relative energy (zero: lowest compared OMol25 entry of this formula, charge and spin)	0.0	kcal per mole
gap between HOMO and LUMO	0.2124	Eh

The geometry in ORCA input format:
```
! wB97M-V def2-TZVPD RIJCOSX def2/J DEFGRID3
* xyz 0 1
Zr -1.15349 -0.82158 -0.75380
S -0.99973 0.36110 1.75566
C 0.65961 0.37779 1.97566
N 1.22394 -0.01359 3.09980
C 2.66802 0.10516 3.28192
C 3.12083 1.41680 2.69443
N 2.71248 1.48226 1.29697
C 3.70486 2.01634 0.36207
C 4.87939 1.07800 0.21756
C 4.67925 -0.27809 -0.03385
C 5.76417 -1.13177 -0.15071
C 7.05786 -0.64154 -0.02228
C 7.26271 0.70613 0.22771
C 6.17493 1.56073 0.35235
C 1.58411 0.90950 0.87790
S 1.14678 0.76188 -0.70872
C 0.43525 -0.65262 4.15809
C -0.34034 0.32837 5.00420
C 0.20432 1.54428 5.39781
C -0.52423 2.41888 6.19083
C -1.80467 2.08008 6.60196
C -2.35387 0.86674 6.21273
C -1.62586 -0.00131 5.41403
H 3.17012 -0.73639 2.79465
H 2.88047 0.07100 4.34838
H 4.20845 1.47333 2.72396
H 2.70936 2.26442 3.25033
H 4.04451 2.97805 0.75262
H 3.20530 2.19359 -0.58779
H 3.67378 -0.66961 -0.14346
H 5.59766 -2.18300 -0.34644
H 7.90251 -1.31128 -0.11605
H 8.26750 1.09394 0.33225
H 6.33704 2.61380 0.55381
H 1.13785 -1.23046 4.76034
H -0.24330 -1.36094 3.68480
H 1.20290 1.82424 5.08114
H -0.09175 3.36582 6.48672
H -2.37555 2.76258 7.21749
H -3.35701 0.60134 6.51938
H -2.06528 -0.93703 5.08870
C -1.48622 -2.90227 -4.76200
Si -0.14307 -2.62084 -3.48554
C 1.57876 -2.60693 -4.26171
C -0.12412 -4.09496 -2.33231
N -0.47456 -1.06950 -2.68582
C -0.46390 0.11037 -3.44878
C -0.04727 0.20077 -4.77643
C -0.09536 1.40527 -5.46417
C -0.58389 2.53485 -4.83483
C -1.07007 2.45006 -3.53729
C -1.07129 1.23933 -2.84155
N -1.68021 1.01377 -1.58664
Si -2.60466 2.37091 -0.92245
C -1.40569 3.77911 -0.53671
C -3.94999 2.82717 -2.15811
C -3.56013 2.11246 0.67113
H -1.17070 -3.61604 -5.52670
H -1.77664 -1.97622 -5.26042
H -2.37177 -3.30761 -4.26681
H 2.06380 -3.56820 -4.07670
H 2.20067 -1.82726 -3.81556
H 1.57142 -2.44546 -5.34083
H -0.17063 -4.96679 -2.99482
H -0.96109 -4.16974 -1.64040
H 0.80358 -4.15706 -1.76534
H 0.35670 -0.66753 -5.27535
H 0.25340 1.45278 -6.48772
H -0.61109 3.48460 -5.35364
H -1.48054 3.34270 -3.08895
H -1.85838 4.75868 -0.71178
H -0.48636 3.72291 -1.12030
H -1.13341 3.72669 0.52098
H -3.66840 2.66906 -3.19777
H -4.25338 3.87083 -2.03960
H -4.82757 2.20805 -1.95460
H -4.12655 1.18596 0.72760
H -4.28186 2.93670 0.68267
H -2.94750 2.20679 1.56668
F -4.01848 -0.44535 -2.94245
C -4.80290 -1.20414 -2.19629
F -5.33538 -2.15930 -2.95230
F -5.77798 -0.45614 -1.68272
S -3.85060 -1.98165 -0.82639
O -3.35955 -0.85272 -0.00467
O -4.75602 -2.88091 -0.19833
O -2.65330 -2.53859 -1.47086
C -2.34120 -3.45425 1.96419
O -1.35831 -2.76042 1.17071
C -0.04592 -3.05817 1.37977
S 0.48259 -4.05353 2.57407
S 0.92525 -2.19959 0.26082
H -3.30183 -3.03958 1.68877
H -2.13290 -3.29724 3.02057
H -2.29635 -4.51880 1.74448
*
```